Computed, not measured: a single C16H22N2O5S molecule at a distorted geometry, with ωB97M-V with the def2-TZVPD basis set.

Structure (XYZ):
```
46
Properties=species:S:1:pos:R:3:forces:R:3
C -5.2027 0.0332 -2.0657 0.0 0.0 0.0
H -6.0672 -0.1511 -1.4271 0.0 0.0 -0.1
H -5.4245 -0.2731 -3.0860 -0.1 0.1 0.0
O -4.1010 -0.7639 -1.6619 0.1 -0.1 0.0
C -3.8225 -0.7772 -0.2956 0.4 -0.1 0.3
O -4.9769 -1.1581 0.4162 0.0 0.3 -0.4
C -4.7302 -1.9205 1.5727 0.0 0.0 0.1
H -4.2238 -2.8601 1.3239 0.0 0.0 0.0
H -5.7067 -2.1346 2.0025 0.1 -0.1 0.1
H -4.1246 -1.3697 2.2999 0.0 0.0 0.0
C -3.2670 0.5565 0.2503 -0.6 -0.3 0.2
N -1.8686 0.7084 -0.0787 0.6 0.4 0.7
S -0.9827 1.5677 1.0754 0.1 -0.4 -0.3
O -0.9901 2.9780 0.7999 0.2 0.0 -0.2
O -1.4360 1.1290 2.3638 0.0 -0.2 0.0
C 0.6501 0.9126 0.7758 -0.6 0.4 0.0
C 1.6655 1.7603 0.3673 0.0 0.0 0.0
C 2.9364 1.2523 0.1356 0.0 -0.2 0.0
C 3.1017 -0.1106 0.3253 -0.7 0.4 0.1
C 2.0913 -0.9662 0.7582 0.0 0.3 0.0
C 0.8354 -0.4478 0.9863 0.3 -0.1 0.0
H 0.0051 -1.0434 1.3268 -0.1 -0.2 0.0
C 2.6569 -2.3542 0.8843 -0.1 -0.1 0.0
H 2.1950 -3.0241 0.1566 0.0 0.0 0.0
H 2.4831 -2.7688 1.8767 0.0 0.0 0.0
C 4.1629 -2.1614 0.6016 0.4 -0.4 0.1
N 4.2913 -0.7802 0.1498 0.0 -0.2 0.1
C 5.3756 -0.2395 -0.4678 0.1 0.3 -0.2
O 6.4171 -0.8425 -0.5984 0.1 -0.1 0.0
C 5.1187 1.1448 -1.0518 0.1 0.1 0.0
H 4.6949 0.9725 -2.0469 0.0 0.0 0.0
C 4.1662 2.0255 -0.2380 0.0 0.0 0.0
H 4.6640 2.3509 0.6817 0.0 0.1 0.0
H 3.9077 2.9200 -0.8057 0.0 0.0 0.0
H 6.0825 1.6362 -1.1853 0.0 -0.1 0.0
H 4.7673 -2.3054 1.5020 0.0 0.0 -0.1
H 4.5442 -2.8317 -0.1713 0.0 0.0 0.1
H 1.4425 2.8088 0.2478 0.0 0.2 -0.1
C -1.5952 1.1760 -1.4186 0.2 0.2 -0.4
H -2.0868 0.5133 -2.1284 0.1 0.0 0.0
H -1.9419 2.2055 -1.5639 0.0 0.0 -0.1
H -0.5180 1.1429 -1.5725 0.0 0.0 -0.2
H -3.3267 0.5353 1.3394 -0.2 -0.1 -0.1
H -3.8708 1.3968 -0.1127 0.0 0.0 0.0
H -3.0355 -1.5417 -0.1892 -0.1 0.1 0.1
H -4.9558 1.0992 -2.0544 0.0 0.0 0.0
```
Forces are in eV/Å.

SMILES string: COC(CN(C)S(=O)(=O)c1cc2c3c(c1)CCN3C(=O)CC2)OC
HOMO-LUMO gap in eV: 9.12
HOMO in eV: -8.61
Relative energy (zero: lowest compared OMol25 entry of this formula, charge and spin) in kJ/mol: 154.4